# 1
Density functional theory data (ωB97M-V/def2-TZVPD) for a cluster of 4 separate species, C52H94N5O7PS in total.

Last column: Löwdin charge in e.
Cartesian coordinates (Å):
C -4.96067 -0.13701 -0.27685  -0.11
C -3.85526 -1.02474 -0.84857  -0.26
C -3.04388 -1.66707 0.27127  -0.20
C -2.21444 -2.89437 -0.15408  -0.18
C -0.70409 -2.62747 -0.18637  -0.16
C -0.29312 -1.48297 -1.07921  -0.22
C -0.80965 -1.42256 -2.36543  -0.01
C -0.46221 -0.42517 -3.27290  -0.16
C -1.09158 -0.45824 -4.64077  -0.14
C -0.10253 -0.80756 -5.77075  -0.17
C 0.51541 -2.20040 -5.59063  -0.16
C 1.92915 -2.22904 -6.20059  -0.13
N 2.91183 -1.69630 -5.26730  -0.12
C 3.77080 -0.69194 -5.61237  -0.10
C 4.58485 -0.43732 -4.53635  -0.10
C 4.20802 -1.32436 -3.51713  -0.09
C 3.16198 -2.08474 -3.98059  -0.09
C 0.46238 0.56093 -2.89019  -0.19
C 0.98680 0.50508 -1.59636  -0.44
C 0.61181 -0.49005 -0.66767  -0.34
P 1.36742 -0.37549 0.98955  0.90
C 0.10522 -0.67561 2.28527  -0.29
C 2.65817 -1.67308 1.13224  -0.28
S 2.20675 1.70862 -1.11777  0.98
C 1.74827 3.07211 -2.15494  -0.44
C 2.07336 4.34907 -1.70551  -0.11
C 1.78800 5.44657 -2.50348  -0.09
C 1.18351 5.23626 -3.73460  -0.06
C 0.84272 3.96101 -4.19387  -0.17
C 0.19386 3.84880 -5.55211  -0.14
C -1.31148 3.55151 -5.49665  -0.19
C -2.06417 4.51716 -4.56656  -0.17
C -2.54064 3.80385 -3.27022  -0.17
C -2.29490 4.62870 -1.98469  -0.15
C -3.50961 5.44632 -1.55426  -0.23
O -3.63822 5.34362 -0.13928  -0.20
C -4.74736 6.09240 0.33399  -0.10
C 1.13287 2.84895 -3.38042  -0.20
N 0.83537 1.54917 -3.83775  0.13
H -5.66471 -0.74261 0.29080  0.07
H -5.51848 0.35093 -1.07180  0.07
H -4.54614 0.59643 0.40923  0.07
H -3.20523 -0.42809 -1.48410  0.09
H -4.33948 -1.79042 -1.45290  0.11
H -2.39574 -0.93153 0.74344  0.10
H -3.76127 -1.99469 1.02399  0.11
H -2.54486 -3.22104 -1.13694  0.10
H -2.34978 -3.71147 0.54704  0.09
H -0.31080 -2.54067 0.81538  0.06
H -0.24164 -3.52464 -0.60997  0.12
H -1.50235 -2.18152 -2.69774  0.12
H -1.92010 -1.16268 -4.65396  0.12
H -1.54041 0.51723 -4.83072  0.09
H -0.64190 -0.79124 -6.71407  0.11
H 0.69267 -0.06769 -5.76375  0.10
H 0.57672 -2.47582 -4.54377  0.09
H -0.11711 -2.93755 -6.08174  0.11
H 1.91060 -1.56571 -7.05557  0.11
H 2.17628 -3.24428 -6.50137  0.12
H 3.75330 -0.23463 -6.58120  0.11
H 5.36938 0.29516 -4.51352  0.09
H 4.67613 -1.38515 -2.55082  0.08
H 2.61388 -2.86889 -3.49688  0.11
H -0.15269 -1.71583 2.47809  0.03
H -0.78354 -0.11665 2.01138  0.03
H 0.47931 -0.25831 3.21424  0.03
H 2.94776 -2.06766 0.16352  0.03
H 3.53782 -1.19170 1.54919  0.01
H 2.39695 -2.48536 1.80818  0.04
H 2.55322 4.44694 -0.74519  0.10
H 2.03301 6.43102 -2.14097  0.10
H 0.96085 6.08597 -4.36517  0.11
H 0.34336 4.78686 -6.07754  0.11
H 0.70367 3.08225 -6.14024  0.12
H -1.69946 3.62241 -6.51193  0.11
H -1.47770 2.52616 -5.18827  0.07
H -2.94454 4.89410 -5.07855  0.10
H -1.41596 5.35083 -4.32105  0.09
H -3.59700 3.58291 -3.39058  0.10
H -2.01257 2.86053 -3.15294  0.09
H -1.44770 5.28641 -2.15199  0.10
H -2.03873 3.93969 -1.18558  0.11
H -4.41918 5.07082 -2.02339  0.12
H -3.35635 6.49552 -1.81511  0.12
H -5.48928 5.40705 0.74474  0.09
H -4.45154 6.75566 1.14347  0.07
H -5.22692 6.66474 -0.45687  0.08
H 0.13695 1.60464 -4.55931  0.07
C -6.96734 -6.86861 4.34115  -0.11
O -6.13803 -7.98184 4.07249  -0.19
C -6.39189 -8.62446 2.82973  -0.22
C -5.26531 -8.39508 1.84423  -0.22
N -5.21730 -7.00858 1.39827  -0.05
C -4.02006 -6.64561 0.64277  -0.20
C -2.66539 -6.76109 1.33855  -0.23
O -2.45856 -5.82369 2.38061  -0.19
C -3.02768 -6.18175 3.62784  -0.10
H -6.81572 -6.59353 5.38359  0.09
H -6.71344 -6.00436 3.71761  0.08
H -8.02281 -7.11510 4.19503  0.09
H -7.35123 -8.30575 2.41184  0.12
H -6.45728 -9.69702 3.03314  0.12
H -5.42041 -9.04125 0.97495  0.12
H -4.33453 -8.70924 2.33468  0.10
H -5.28707 -6.40190 2.20340  0.07
H -4.14152 -5.60370 0.33527  0.11
H -3.99883 -7.24362 -0.27399  0.12
H -1.89820 -6.53888 0.59165  0.12
H -2.46238 -7.78033 1.68755  0.11
H -3.02173 -7.26273 3.78433  0.09
H -4.04762 -5.80155 3.72888  0.07
H -2.42818 -5.71308 4.40854  0.09
C 8.30772 -5.90505 2.47242  -0.12
O 7.54171 -4.82265 2.96202  -0.19
C 8.30583 -3.71335 3.41867  -0.22
C 8.16787 -2.52349 2.49257  -0.22
N 8.82286 -2.76056 1.21269  -0.05
C 8.52411 -1.76992 0.18050  -0.20
C 7.07662 -1.60370 -0.26887  -0.23
O 6.55195 -2.70300 -0.99023  -0.19
C 6.07770 -3.78018 -0.20392  -0.10
H 7.63306 -6.75007 2.34460  0.09
H 8.76548 -5.68161 1.50260  0.08
H 9.09244 -6.18858 3.17970  0.09
H 9.35617 -3.98845 3.55205  0.12
H 7.90765 -3.43458 4.39842  0.12
H 8.62623 -1.65118 2.96818  0.12
H 7.09396 -2.32034 2.38151  0.10
H 8.55558 -3.67329 0.87017  0.07
H 9.11238 -2.03747 -0.70054  0.12
H 8.89352 -0.79760 0.52210  0.12
H 7.05004 -0.76021 -0.96401  0.12
H 6.40958 -1.33843 0.55951  0.11
H 5.65555 -3.44116 0.74405  0.08
H 6.86585 -4.51389 -0.01126  0.07
H 5.29590 -4.28413 -0.77415  0.09
C -0.75624 7.88843 7.67344  -0.12
O -0.51274 8.51984 6.43266  -0.19
C 0.59612 7.99895 5.70968  -0.22
C 0.15132 7.23917 4.47787  -0.22
N -0.51815 5.99391 4.82830  -0.05
C -1.19295 5.32674 3.71532  -0.19
C -2.32670 6.05523 3.00224  -0.23
O -3.49993 6.22527 3.78171  -0.18
C -3.49457 7.33112 4.66335  -0.10
H -1.48588 8.49350 8.20933  0.09
H -1.16952 6.88141 7.55018  0.08
H 0.15578 7.82779 8.27430  0.09
H 1.22412 7.37426 6.35160  0.12
H 1.19633 8.85484 5.38804  0.12
H 1.03094 7.00862 3.86927  0.12
H -0.49355 7.91092 3.89550  0.10
H -1.19768 6.17827 5.55354  0.07
H -1.60224 4.39250 4.10730  0.12
H -0.43776 5.05237 2.97192  0.12
H -2.62604 5.43366 2.15602  0.11
H -2.00951 7.01511 2.57549  0.12
H -2.93017 8.17413 4.25632  0.09
H -3.09216 7.06349 5.64456  0.07
H -4.52953 7.64306 4.80786  0.09

lowest unoccupied orbital energy = 0.68 eV
E_HOMO = -0.256 Eh
SMILES = CCCCCc1cc(CCCCn2cccc2)c2c(c1P(C)C)Sc1cccc(CCCCCCOC)c1N2.COCCNCCOC.COCCNCCOC.COCCNCCOC
orbital gap = 7.6371 eV
total charge = 0

***

# 2
Density functional theory data (ωB97M-V/def2-TZVPD) for a cluster of 7 separate species, C52H97BrF3I2N7O12S in total.

Last column: Löwdin charge in e.
Cartesian coordinates (Å):
C 4.18603 -1.20855 1.78684  -0.06
C 4.88197 -1.17818 0.41205  -0.23
O 5.14407 0.14537 -0.06517  -0.18
C 4.02664 0.73887 -0.67158  -0.20
C 4.07061 0.67121 -2.20710  -0.14
O 3.17823 1.60809 -2.84938  -0.15
C 1.85980 1.07889 -2.85159  -0.16
C 0.75248 2.12160 -2.96442  -0.05
C 0.75008 3.33239 -2.29276  -0.10
C 1.87857 3.71641 -1.35631  -0.11
C 1.60708 3.03590 0.02167  -0.16
C 2.30279 3.78162 1.20033  -0.14
C 1.28507 4.71257 1.90376  -0.21
O 1.94812 5.87223 2.39232  -0.24
C 1.93988 6.91849 1.42837  -0.08
C -0.31105 4.22668 -2.41842  -0.11
C -0.36213 5.56152 -1.71477  -0.07
C 0.63784 6.51815 -2.40093  -0.24
O 0.61228 7.71908 -2.24295  0.05
C -1.38295 3.88204 -3.22701  -0.33
C -1.37191 2.67044 -3.88749  -0.37
C -0.33027 1.77790 -3.78513  -0.17
C -0.41563 0.46698 -4.53817  -0.15
C -0.48708 -0.73012 -3.56747  -0.74
O -1.19267 -0.74047 -2.60578  0.08
Br 0.71230 -2.23966 -4.01705  0.70
S -2.83665 2.32739 -4.86552  1.03
C -4.07527 2.96015 -3.74762  -0.43
C -5.26263 2.32560 -3.49998  -0.02
C -6.11682 2.91002 -2.58190  -0.25
C -7.42651 2.20077 -2.25808  -0.15
O -7.34628 0.77074 -2.33481  0.05
C -6.54492 0.18897 -1.40441  -0.70
F -5.41218 -0.25138 -1.96326  0.17
F -6.29768 0.94673 -0.33988  0.19
F -7.18065 -0.91874 -0.95370  0.14
C -5.78807 4.08566 -1.95392  -0.60
I -7.05458 5.04771 -0.54641  0.94
C -4.58951 4.72364 -2.20773  -0.09
C -3.74132 4.14061 -3.11432  -0.39
N -2.48345 4.78398 -3.34783  -0.45
I -2.46095 5.85186 -5.12186  0.93
H 4.45690 -0.36965 2.43359  0.07
H 3.10080 -1.33254 1.69797  0.07
H 4.53222 -2.11835 2.29818  0.07
H 5.84594 -1.68083 0.50785  0.11
H 4.21984 -1.67056 -0.30862  0.10
H 3.09761 0.24549 -0.34014  0.11
H 3.91170 1.78736 -0.36941  0.12
H 5.07739 0.94376 -2.53422  0.13
H 3.77564 -0.33290 -2.54388  0.13
H 1.65334 0.48651 -1.94172  0.14
H 1.81801 0.34761 -3.67011  0.07
H 2.87007 3.48931 -1.74663  0.12
H 1.87705 4.78925 -1.13383  0.09
H 1.81032 1.96494 0.01315  0.09
H 0.52220 3.13771 0.17731  0.12
H 3.21473 4.29934 0.89230  0.12
H 2.56645 3.00016 1.92314  0.11
H 0.41970 4.97257 1.27875  0.10
H 0.88660 4.19822 2.78679  0.13
H 2.53568 6.61496 0.55327  0.09
H 0.91310 7.07743 1.05921  0.09
H 2.31108 7.81781 1.91832  0.09
H -0.05192 5.51204 -0.66588  0.09
H -1.34340 6.03248 -1.75316  0.12
H 1.40128 6.10301 -3.10123  0.14
H 0.52330 0.34749 -5.09473  0.09
H -1.21491 0.41299 -5.27832  0.09
H -5.50042 1.39714 -4.00569  0.13
H -8.14058 2.49457 -3.03730  0.15
H -7.86674 2.55173 -1.32341  0.05
H -4.28607 5.63978 -1.71506  0.11
C 3.10065 7.26966 8.26843  -0.11
O 2.31831 6.69560 7.23857  -0.19
C 1.64094 7.62527 6.41282  -0.21
C 2.50181 8.24440 5.29954  -0.43
C 3.46465 9.31912 5.79790  -0.07
N 3.26159 7.22696 4.56838  0.05
H 2.64780 8.18377 8.66305  0.09
H 4.11451 7.47523 7.91726  0.07
H 3.17290 6.54114 9.07645  0.09
H 0.83717 7.05688 5.93680  0.12
H 1.15845 8.40054 7.02347  0.12
H 1.81601 8.72623 4.59448  0.13
H 4.33477 8.89512 6.29853  0.06
H 3.83660 9.90823 4.95877  0.07
H 2.96937 10.00312 6.49138  0.08
H 2.60683 6.56698 4.14495  0.05
H 3.75992 6.66950 5.25824  0.07
C -8.45662 -3.00815 1.17251  -0.11
O -9.63433 -3.52224 1.77081  -0.19
C -10.54149 -4.13380 0.87340  -0.21
C -10.19631 -5.58441 0.50041  -0.43
C -9.05178 -5.70257 -0.50157  -0.07
N -9.87472 -6.38952 1.68321  0.04
H -8.64569 -2.61489 0.17145  0.08
H -7.67838 -3.77399 1.13562  0.08
H -8.08969 -2.19601 1.80033  0.09
H -11.50306 -4.14165 1.39474  0.12
H -10.67506 -3.51226 -0.02181  0.12
H -11.08461 -6.01531 0.02873  0.13
H -8.07816 -5.54003 -0.03980  0.06
H -9.03470 -6.70289 -0.93558  0.08
H -9.16760 -4.98669 -1.31816  0.08
H -10.67992 -6.39589 2.30419  0.07
H -9.16669 -5.88436 2.21109  0.07
C 10.35309 2.52868 1.51642  -0.11
O 9.30616 2.13549 0.64904  -0.19
C 8.98394 0.75711 0.68614  -0.20
C 8.06577 0.34171 1.84687  -0.43
C 8.78108 0.25719 3.19273  -0.07
N 6.91425 1.23676 1.97618  0.05
H 11.11546 1.75045 1.61410  0.09
H 9.96211 2.79588 2.50089  0.08
H 10.81835 3.41946 1.09357  0.09
H 8.45085 0.55941 -0.24808  0.12
H 9.89808 0.14835 0.66165  0.12
H 7.69120 -0.66110 1.61673  0.12
H 8.96297 1.23985 3.62712  0.06
H 8.17231 -0.29835 3.90723  0.07
H 9.73947 -0.25928 3.09923  0.08
H 6.38103 1.20702 1.10849  0.05
H 7.27422 2.18794 2.01125  0.07
C -8.48886 -11.02011 6.29146  -0.11
O -9.89897 -10.94185 6.39100  -0.19
C -10.46151 -9.71348 5.96756  -0.21
C -10.64435 -9.58033 4.44693  -0.43
C -9.34664 -9.29825 3.69600  -0.08
N -11.27759 -10.77050 3.86938  0.04
H -8.01214 -10.05652 6.49191  0.09
H -8.18881 -11.38900 5.30822  0.07
H -8.14291 -11.73992 7.03375  0.09
H -11.45231 -9.67527 6.42949  0.12
H -9.89192 -8.86858 6.37675  0.12
H -11.30850 -8.72682 4.27676  0.13
H -8.72539 -10.18804 3.59052  0.06
H -9.56289 -8.94070 2.68960  0.06
H -8.75894 -8.52851 4.20196  0.08
H -12.19129 -10.89796 4.29631  0.07
H -10.74801 -11.57967 4.18417  0.07
C 6.66331 -0.52266 -5.33122  -0.10
O 5.25295 -0.47257 -5.21388  -0.20
C 4.65727 0.73885 -5.64876  -0.21
C 4.45518 0.83647 -7.16888  -0.43
C 5.73764 1.13386 -7.94009  -0.07
N 3.84551 -0.38018 -7.71700  0.04
H 7.12202 0.45384 -5.15173  0.09
H 6.95830 -0.90050 -6.31266  0.08
H 7.03472 -1.22351 -4.58264  0.09
H 3.67311 0.76285 -5.17502  0.10
H 5.21048 1.60270 -5.25820  0.13
H 3.76951 1.67028 -7.34840  0.14
H 6.37712 0.25650 -8.03497  0.06
H 5.49962 1.46420 -8.95162  0.08
H 6.31272 1.92688 -7.45718  0.08
H 2.93922 -0.52190 -7.27838  0.06
H 4.39775 -1.17026 -7.39231  0.07
C 4.61525 -4.45404 -2.31559  -0.09
O 3.94437 -4.04463 -1.13683  -0.21
C 2.57950 -4.41959 -1.06183  -0.21
C 2.33468 -5.86372 -0.59796  -0.43
C 2.61070 -6.90701 -1.67635  -0.07
N 3.12230 -6.19559 0.59403  0.04
H 3.95439 -4.43782 -3.18682  0.09
H 5.04680 -5.44954 -2.19052  0.08
H 5.43623 -3.75738 -2.48976  0.09
H 2.13568 -3.74914 -0.31899  0.12
H 2.07207 -4.21253 -2.01209  0.08
H 1.27529 -5.94142 -0.33638  0.14
H 3.67664 -7.08412 -1.81866  0.06
H 2.16448 -7.86193 -1.39758  0.08
H 2.18200 -6.60589 -2.63479  0.08
H 2.86098 -5.56594 1.34822  0.07
H 4.08993 -5.95082 0.39794  0.07

lowest unoccupied orbital energy = -0.88 eV
E_HOMO = -0.321 Eh
SMILES = CCOCCOCc1c(CCCCOC)c(CC=O)c2c(c1CC(=O)Br)Sc1cc(COC(F)(F)F)c(I)cc1N2I.COC[C@@H](C)N.COC[C@@H](C)N.COC[C@@H](C)N.COC[C@@H](C)N.COC[C@@H](C)N.COC[C@@H](C)N
orbital gap = 7.8601 eV
total charge = 0

***

Number 2 is which compound?
C52H97BrF3I2N7O12S

***

What is the orbital gap in the first record?
7.6371 eV

***

Among the records above, which one has the lowest lowest unoccupied orbital energy?
C52H97BrF3I2N7O12S